# 1
DFT (ωB97M-V with the def2-TZVPD basis set) results for a cluster of 3 separate species, C5H17NO2 in total at a distorted geometry.

Structure (XYZ):
```
25
Properties=species:S:1:pos:R:3:lowdin_charge:R:1
C 2.2913 -1.5297 3.1644 -0.126
N 1.3081 -1.4798 2.0729 -0.096
C -1.2817 1.0779 0.9811 -0.099
C -0.4815 -0.2294 1.0011 -0.237
C 0.1995 -0.5588 2.3163 -0.438
C -0.8061 -1.1313 3.3751 -0.042
H 2.2711 -2.4438 3.7541 0.070
H 2.1609 -0.6794 3.8370 0.074
H 3.3032 -1.4728 2.7471 0.068
H 0.9262 -2.4101 1.9755 0.095
H -0.7720 1.8185 1.5849 0.067
H -2.3070 0.9397 1.3179 0.066
H -1.3218 1.4771 -0.0261 0.064
H -1.1206 -1.0374 0.6382 0.111
H 0.3085 -0.2081 0.2698 0.094
H 0.5846 0.3394 2.7769 0.121
H -0.3703 -0.9651 4.3604 0.068
H -1.7734 -0.6359 3.3036 0.069
H -0.9006 -2.1937 3.1791 0.070
H -1.5491 2.8749 -5.8707 0.028
H -0.8459 4.2085 -5.5936 0.029
O -1.7077 3.7842 -5.6023 -0.057
H 1.4377 -1.0608 -5.1282 0.035
H 0.9251 0.3098 -5.2295 0.035
O 0.6200 -0.6030 -5.3670 -0.070
```

Calculated values
SMILES: CC[C@@H](C)NC.O.O
Energy above the lowest of the compared OMol25 structures with the same formula, charge and spin (kcal per mole): 23.8
Multiplicity: 1
Largest force on an atom (eV Å⁻¹): 1.65
Total energy (Ha): -405.90444

# 2
DFT (ωB97M-V with the def2-TZVPD basis set) results for a structure of composition C5H17NSb at a distorted geometry.

Structure (XYZ):
```
24
Properties=species:S:1:pos:R:3:lowdin_charge:R:1
C 2.8419 -0.2390 0.1888 -0.137
C 1.6349 0.3582 0.9555 -0.277
C 0.9232 1.5396 0.2277 -0.224
C -0.6306 1.3983 0.4063 -0.314
C -1.3278 0.8345 -0.8722 -0.426
Sb -1.5311 -1.3717 -1.0321 0.656
N -1.8795 -1.6461 1.0198 -0.313
H 2.9372 -1.2901 0.4910 0.058
H 3.7717 0.2521 0.4956 0.054
H 2.6899 -0.2393 -0.8902 0.057
H 1.9590 0.7252 1.9357 0.095
H 0.9035 -0.4389 1.0722 0.045
H 1.2027 1.6430 -0.8220 0.091
H 1.1937 2.4726 0.7436 0.086
H -1.0077 2.4247 0.5613 0.078
H -0.8650 0.8368 1.3121 0.068
H -2.3459 1.2620 -0.9090 0.023
H -0.7861 1.2429 -1.7387 0.025
H 0.2286 -1.4915 -0.8445 -0.100
H -1.6497 -3.1306 -1.2207 -0.144
H -3.2916 -1.2640 -1.2733 -0.126
H -1.3445 -1.2057 -2.7871 -0.145
H -1.0423 -1.6443 1.5841 -0.072
H -2.5846 -1.0288 1.3960 -0.060
```

Calculated values
Multiplicity: 1
Largest force on an atom (eV Å⁻¹): 1.72
Charge: -1
Total energy (Ha): -495.55199

# 3
DFT (ωB97M-V with the def2-TZVPD basis set) results for a structure of composition C5H18BrNSi3 at a distorted geometry.

Structure (XYZ):
```
28
Properties=species:S:1:pos:R:3:lowdin_charge:R:1
C 0.7692 0.1125 -2.3714 -0.184
C 1.9365 -1.8812 -0.1596 -0.192
C 1.9424 1.3102 1.0403 -0.244
C -0.5045 2.9921 -0.4261 -0.174
C -2.3196 -2.4707 1.3665 -0.245
N -0.4865 -0.0144 0.2968 -0.442
Si 0.3508 -1.0463 -0.9461 0.509
Si 0.0813 1.6155 0.8157 0.471
Si -1.9764 -0.5428 0.9349 0.053
Br -3.4527 0.0716 -0.6833 0.245
H 1.3644 0.9405 -2.1359 0.014
H 1.3202 -0.2924 -3.0910 -0.025
H -0.0525 0.3837 -2.9601 0.022
H 2.3674 -1.0901 0.4682 -0.023
H 1.5879 -2.7950 0.4891 0.060
H 2.4288 -2.2480 -1.0780 0.019
H 2.5051 1.3438 0.1293 0.008
H 2.4062 2.1054 1.6987 0.041
H 2.0660 0.3755 1.6595 0.035
H -1.2953 3.4583 0.0290 -0.025
H 0.3610 3.5907 -0.5550 0.001
H -0.7692 2.3102 -1.3537 0.061
H -1.9225 -2.8428 2.2929 -0.016
H -3.5015 -2.6231 1.2498 0.057
H -1.9243 -3.1537 0.4827 0.044
H -0.5615 -1.9971 -1.4420 -0.025
H -0.3361 1.9489 2.2748 0.001
H -2.3846 0.4389 1.9739 -0.046
```

Calculated values
Energy above the lowest of the compared OMol25 structures with the same formula, charge and spin (kcal per mole): 0.0
Multiplicity: 1
Largest force on an atom (eV Å⁻¹): 5.21
Total energy (Ha): -3698.64933

# 4
DFT (ωB97M-V with the def2-TZVPD basis set) results for a cluster of 4 separate species, C5H18N2O4 in total at a distorted geometry.

Structure (XYZ):
```
29
Properties=species:S:1:pos:R:3:lowdin_charge:R:1
N -1.3789 -1.0857 -0.1850 0.050
C -0.3673 -0.3382 -0.9729 -0.292
C 0.8349 -1.1801 -1.4395 -0.158
C 1.5402 -1.8803 -0.2822 -0.262
C 2.0467 -0.9299 0.8239 -0.091
C -1.1754 0.2671 -2.1521 -0.512
N -1.3843 1.5938 -1.9645 0.176
O -1.4666 -0.2767 -3.1951 0.057
H -0.9968 -1.7914 0.4350 0.078
H -2.0566 -1.4686 -0.8206 0.095
H -0.0657 0.5314 -0.3976 0.097
H 0.4772 -1.9323 -2.1475 0.118
H 1.5206 -0.5257 -1.9819 0.125
H 0.9264 -2.6295 0.2255 0.094
H 2.3624 -2.4027 -0.7995 0.110
H 2.7024 -1.5360 1.4505 0.073
H 2.6204 -0.1279 0.3676 0.074
H 1.1867 -0.4974 1.3245 0.051
H -1.6674 2.1781 -2.7344 0.113
H -1.1664 2.0931 -1.1160 0.064
H -2.0787 -0.9641 2.3996 0.067
H -1.8122 -0.0617 1.2449 0.000
O -1.9839 -0.0150 2.2002 -0.075
H 1.1789 3.2557 -0.0997 0.047
H 0.3578 2.5446 0.9940 0.020
O 0.3203 2.8550 0.0581 -0.074
H 0.4963 1.4348 3.3999 0.065
H -0.8348 1.1096 2.6317 -0.024
O -0.1362 1.7799 2.7330 -0.085
```

Calculated values
SMILES: CCC[C@H](N)C(N)=O.O.O.O
Energy above the lowest of the compared OMol25 structures with the same formula, charge and spin (kcal per mole): 4.9
Multiplicity: 1
Largest force on an atom (eV Å⁻¹): 1.85
Total energy (Ha): -611.81127

no.,M (g mol⁻¹),HOMO energy (Eh)
1,123.20,-0.3193
2,212.96,-0.1224
3,256.37,-0.3405
4,170.21,-0.3579